(1)
Computed, not measured: the molecule C3H7NOS2 in a non-equilibrium geometry, with ωB97M-V with the def2-TZVPD basis set.

For the total energy, the calculation gives -1044.7231 hartree. For the LUMO energy, the calculation gives -0.397 eV. The calculation puts the relative energy (zero: lowest compared OMol25 entry of this formula, charge and spin) at 470.6 kJ/mol. The calculation puts the frontier orbital gap at 0.3118 Eh. Its highest occupied orbital energy is -8.9 eV. As for the net charge: 0.

Geometry (Å):
C  0.353  -0.309  -0.663
C  1.462  2.196  -1.182
C  -1.963  -1.490  0.849
N  0.555  -0.899  1.856
O  -0.046  -0.300  -2.032
S  1.133  0.968  0.140
S  -0.028  -1.613  0.569
H  0.659  3.036  -1.054
H  1.114  1.839  -2.194
H  2.503  2.575  -1.461
H  -2.410  -1.429  -0.113
H  -2.197  -0.593  1.554
H  -2.328  -2.473  1.356
H  1.194  -1.511  2.375

=====

(2)
Computed, not measured: the molecule C3H7NOS2 in a non-equilibrium geometry, with ωB97M-V with the def2-TZVPD basis set.

For the total energy, the calculation gives -1044.7746 hartree. For the LUMO energy, the calculation gives 0.482 eV. Its SMILES is COCSNC=S. The calculation puts the relative energy (zero: lowest compared OMol25 entry of this formula, charge and spin) at 335.5 kJ/mol. The calculation puts the frontier orbital gap at 0.3437 Eh. Its highest occupied orbital energy is -8.9 eV. As for the net charge: 0.

Geometry (Å):
C  0.219  1.644  -0.718
C  -1.486  0.355  0.473
C  0.788  -2.188  0.033
H  0.992  1.844  0.093
H  0.200  2.506  -1.299
H  0.373  0.782  -1.434
H  -1.476  -0.256  -0.424
H  -2.432  0.654  0.934
H  1.755  -0.398  0.466
H  1.800  -2.477  -0.230
N  0.864  -0.902  0.598
O  -0.979  1.589  -0.092
S  -0.227  -0.125  1.711
S  -0.391  -3.028  -0.114

=====

(3)
Computed, not measured: the molecule C3H7NOS2 in a non-equilibrium geometry, with ωB97M-V with the def2-TZVPD basis set.

For the total energy, the calculation gives -1044.8545 hartree. For the LUMO energy, the calculation gives -0.484 eV. Its SMILES is NC[C@H](O)C(=S)S. The calculation puts the relative energy (zero: lowest compared OMol25 entry of this formula, charge and spin) at 125.8 kJ/mol. The calculation puts the frontier orbital gap at 0.3210 Eh. Its highest occupied orbital energy is -9.2 eV. As for the net charge: 0.

Geometry (Å):
C  -0.806  -0.431  -0.598
C  0.074  0.148  0.570
C  1.540  0.178  0.123
H  -2.464  0.680  -0.130
H  -2.516  -0.907  0.267
H  -0.530  0.070  -1.550
H  -0.531  -1.499  -0.711
H  -0.076  -0.436  1.461
H  0.201  2.090  0.517
H  3.399  -1.179  -0.220
N  -2.271  -0.270  -0.432
O  -0.390  1.432  0.910
S  2.155  -1.418  0.200
S  2.216  1.541  -0.408

=====

(4)
Computed, not measured: the molecule C3H7NOS2 in a non-equilibrium geometry, with ωB97M-V with the def2-TZVPD basis set.

For the total energy, the calculation gives -1044.7252 hartree. For the LUMO energy, the calculation gives -0.289 eV. The calculation puts the relative energy (zero: lowest compared OMol25 entry of this formula, charge and spin) at 465.1 kJ/mol. The calculation puts the frontier orbital gap at 0.3051 Eh. Its highest occupied orbital energy is -8.6 eV. As for the net charge: 0.

Geometry (Å):
C  -0.655  0.042  -0.052
C  -0.437  -0.305  -2.340
C  0.353  -0.462  2.262
N  1.553  1.248  0.701
O  -0.022  0.288  -1.124
S  -2.243  -0.947  0.195
S  0.113  1.039  1.228
H  -0.952  0.445  -2.979
H  -0.968  -1.245  -2.266
H  0.390  -0.598  -2.952
H  -0.577  -1.018  2.142
H  0.635  0.088  3.105
H  1.206  -0.729  1.689
H  1.604  2.153  0.391

=====

(5)
Computed, not measured: the molecule C3H7NOS2 in a non-equilibrium geometry, with ωB97M-V with the def2-TZVPD basis set.

For the total energy, the calculation gives -1044.6818 hartree. For the LUMO energy (spin up / spin down), the calculation gives 0.700 / -2.765 eV. The calculation puts the relative energy (zero: lowest compared OMol25 entry of this formula, charge and spin) at 88.4 kJ/mol. As for the expectation value of S²: 2.02. The calculation puts the frontier orbital gap (spin up / spin down) at 0.2342 / 0.2201 Eh. Its spin multiplicity is 3. Its highest occupied orbital energy (spin up / spin down) is -5.7 / -8.8 eV. As for the net charge: 0.

Geometry (Å):
C  0.137  0.155  0.648
C  1.467  -1.640  1.359
C  -0.769  1.832  -1.314
N  -1.635  -0.606  -1.401
O  0.363  -1.130  0.630
S  0.966  1.293  1.449
S  -1.496  0.488  -0.317
H  1.509  -2.706  1.150
H  1.324  -1.462  2.428
H  2.390  -1.148  1.042
H  -1.587  2.365  -1.786
H  -0.141  1.370  -2.068
H  -0.205  2.494  -0.666
H  -2.322  -1.304  -1.155

=====

(6)
Computed, not measured: C3H7NOSn as an isolated structure in a non-equilibrium geometry, with ωB97M-V with the def2-TZVPD basis set.

For the total energy, the calculation gives -461.4028 hartree. For the LUMO energy (spin up / spin down), the calculation gives -16.614 / -16.839 eV. The calculation puts the relative energy (zero: lowest compared OMol25 entry of this formula, charge and spin) at 62.8 kJ/mol. As for the expectation value of S²: 0.76. The calculation puts the frontier orbital gap (spin up / spin down) at 0.2781 / 0.2649 Eh. Its spin multiplicity is 2. Its highest occupied orbital energy (spin up / spin down) is -24.2 / -24.0 eV. As for the net charge: +3.

Geometry (Å):
Sn  -15.091  18.317  -21.297
C  -14.224  20.692  -25.990
C  -13.752  19.719  -24.923
O  -14.437  19.367  -24.024
N  -12.564  19.149  -25.106
C  -11.906  18.146  -24.214
H  -13.553  20.949  -26.810
H  -14.785  21.576  -25.686
H  -14.925  20.037  -26.506
H  -11.882  19.511  -25.758
H  -12.654  17.354  -24.183
H  -11.935  18.506  -23.186
H  -10.872  17.942  -24.492